[1]
Molecular formula: C27H33N5O5S
Method: DFT, the ωB97M-V functional and the def2-TZVPD basis

Computed properties:
**E_LUMO**: 0.0188 hartree
**Energy above the lowest of the compared OMol25 structures with the same formula, charge and spin**: 0.0 kcal per mole
**Kohn-Sham gap**: 8.64 eV

XYZ file:
```
71
Properties=species:S:1:pos:R:3:forces:R:3
C 3.0800 6.1039 -1.7637 -0.012 -0.015 0.253
C 2.9726 5.2799 -0.4869 0.000 -0.167 -0.277
C 2.8939 3.7859 -0.7915 -0.015 0.173 0.383
C 2.8093 2.9583 0.4937 0.196 0.324 -0.186
N 2.6439 1.5405 0.2116 -0.150 0.141 0.153
C 1.4181 1.0148 -0.1271 -0.166 -0.516 -0.137
N 0.3427 1.8212 -0.0975 0.256 0.077 0.193
C 1.3108 -0.3271 -0.4308 -0.101 -0.124 -0.317
N 0.0329 -0.9304 -0.5939 0.195 0.463 0.498
C -0.6738 -1.2118 0.6578 -0.195 -0.122 0.143
C 0.1457 -2.1466 1.5054 -0.024 0.223 0.101
C 0.0445 -3.5142 1.3198 0.041 0.102 0.132
C 0.8509 -4.3914 2.0233 0.038 -0.128 0.017
C 1.7768 -3.8916 2.9178 -0.036 -0.079 -0.054
C 1.8964 -2.5265 3.1180 0.148 0.307 0.100
C 1.0871 -1.6439 2.4150 -0.168 -0.131 -0.016
O 1.1405 -0.2802 2.5495 -0.211 -0.293 -0.119
C 2.0583 0.2703 3.4614 0.128 0.078 0.144
C -0.3154 -1.5929 -1.7134 0.182 -0.008 -0.622
O -1.2861 -2.3282 -1.7905 -0.053 -0.405 0.025
C 0.4865 -1.2600 -2.9568 -0.130 0.235 -0.228
S 0.2789 0.4872 -3.4135 -0.191 -0.037 -0.220
C -1.5334 0.5263 -3.6617 0.680 -0.068 0.147
C -2.2608 0.5906 -2.3302 -0.083 -0.106 -0.397
O -2.0229 1.4813 -1.5309 -0.167 0.245 0.120
N -3.1718 -0.3836 -2.1387 -0.322 -0.112 -0.191
C -3.8910 -0.6452 -0.9588 -0.147 0.040 0.276
C -4.1675 0.3359 -0.0144 0.054 0.172 -0.049
C -4.8777 -0.0050 1.1230 -0.031 -0.068 -0.013
C -5.3126 -1.3020 1.3256 0.011 -0.030 0.027
C -5.0444 -2.2894 0.3846 0.019 0.098 -0.024
C -5.5207 -3.6958 0.5830 -0.058 0.011 -0.048
C -4.3376 -1.9468 -0.7575 0.032 0.124 0.058
C 2.4505 -1.1938 -0.4179 -0.031 0.428 0.047
O 2.4748 -2.3721 -0.7216 0.005 -0.155 -0.062
N 3.6292 -0.5481 -0.0360 0.287 -0.333 0.002
C 3.7847 0.7591 0.3151 -0.052 -0.246 0.011
O 4.8457 1.2076 0.6903 0.339 0.149 0.042
H 2.2158 5.9346 -2.4022 -0.074 0.013 -0.107
H 3.1325 7.1643 -1.5303 0.010 0.120 -0.071
H 3.9739 5.8297 -2.3187 0.089 0.003 -0.107
H 3.8415 5.4722 0.1454 -0.012 0.023 0.104
H 2.0832 5.5873 0.0692 0.010 0.010 0.098
H 3.7853 3.4788 -1.3414 0.006 -0.067 -0.052
H 2.0316 3.5877 -1.4331 -0.005 -0.044 -0.062
H 3.7497 3.0502 1.0428 -0.249 0.010 -0.021
H 2.0003 3.3031 1.1432 0.032 -0.046 0.000
H 0.4689 2.8164 -0.0687 0.032 -0.022 0.005
H -0.5147 1.5172 -0.5497 0.014 -0.071 -0.107
H -1.6288 -1.6690 0.3936 0.067 0.121 0.114
H -0.8391 -0.2646 1.1749 -0.094 -0.080 -0.059
H -0.6686 -3.8862 0.5999 -0.102 -0.027 -0.111
H 0.7646 -5.4550 1.8643 -0.006 -0.104 -0.015
H 2.4218 -4.5622 3.4661 0.046 -0.053 0.050
H 2.6345 -2.1618 3.8150 0.049 0.062 0.068
H 1.8776 -0.0846 4.4809 0.025 0.007 -0.034
H 3.0934 0.0527 3.1779 -0.012 -0.024 0.020
H 1.8982 1.3471 3.4250 0.044 -0.034 0.037
H 1.5511 -1.4187 -2.8074 0.026 -0.027 -0.020
H 0.1375 -1.8792 -3.7846 0.028 -0.064 0.201
H -1.7155 1.4513 -4.2095 -0.113 -0.059 0.033
H -1.8189 -0.3305 -4.2700 -0.113 0.038 -0.044
H -3.1444 -1.1745 -2.7698 0.184 0.249 0.047
H -3.8262 1.3455 -0.1648 0.016 0.024 -0.012
H -5.0926 0.7548 1.8595 -0.012 0.073 0.060
H -5.8627 -1.5529 2.2206 -0.046 -0.045 0.102
H -6.4705 -3.8439 0.0681 -0.054 -0.083 0.000
H -5.6713 -3.9093 1.6382 -0.012 -0.066 0.054
H -4.8041 -4.4057 0.1767 0.020 -0.103 0.003
H -4.1027 -2.7049 -1.4907 0.069 -0.117 -0.086
H 4.4599 -1.1263 0.0179 -0.129 0.137 -0.001
```
Positions in Å, forces in eV/Å.



[2]
Molecular formula: C37H61ClFN7O7PPtSTe
Method: DFT, the ωB97M-V functional and the def2-TZVPD basis

Computed properties:
**⟨S²⟩**: 6.02
**E_LUMO (spin up / spin down)**: -0.0663 / -0.1646 hartree
**Charge**: +1
**Energy above the lowest of the compared OMol25 structures with the same formula, charge and spin**: 1.8 kcal per mole
**Spin multiplicity**: 5
**Kohn-Sham gap (spin up / spin down)**: 2.79 / 5.21 eV

XYZ file:
```
118
Properties=species:S:1:pos:R:3:forces:R:3
Pt -9.6505 -23.8801 0.8692 0.261 -0.365 -2.535
C -6.0136 -18.2769 -3.4900 -0.093 -0.700 -0.388
C -5.9110 -17.9357 -1.9954 0.346 0.119 -0.026
N -6.1969 -19.0735 -1.0984 -1.264 -0.275 0.259
C -7.5227 -19.4302 -0.8632 0.400 -0.401 -0.269
C -7.9418 -20.5455 -0.1845 1.850 0.825 0.726
C -9.2373 -21.2017 -0.4179 -0.755 -0.411 -0.282
O -10.3165 -20.6715 -0.6956 1.474 -0.583 0.456
O -8.9347 -22.5120 -0.4336 -0.987 -0.014 0.404
C -6.8987 -21.2375 0.6669 -1.123 0.775 1.078
O -7.1274 -21.6904 1.8293 0.503 0.359 -2.866
C -5.5633 -21.1159 0.0548 -0.746 -0.473 -0.477
C -4.7002 -22.2166 0.1390 0.834 0.245 0.567
C -3.3855 -22.0403 -0.2065 0.273 0.397 -0.046
F -2.5384 -23.0847 0.0946 -0.542 0.588 -0.409
C -2.8904 -20.8035 -0.7662 -0.443 -0.473 0.156
C -3.8777 -19.8455 -1.1672 0.647 -0.670 0.079
C -5.2172 -19.9947 -0.7618 0.527 -0.727 0.587
N -1.5258 -20.5855 -0.9374 -0.899 -0.053 -0.187
C -1.0161 -19.2417 -1.0263 0.765 0.258 -0.220
C 0.0775 -19.1673 -2.1025 0.230 0.567 -0.120
N 0.8938 -20.4337 -2.1163 -0.807 0.036 1.319
C 0.8888 -21.0693 -0.7641 0.214 0.356 0.736
C -0.5272 -21.5271 -0.4436 0.004 -1.033 0.301
H -5.4547 -17.5792 -4.1407 -0.339 -0.093 0.514
H -7.0718 -18.2840 -3.8127 0.531 -0.042 0.088
H -5.5882 -19.2859 -3.7011 -0.306 0.623 0.252
H -6.6088 -17.1280 -1.7361 0.282 -0.210 -0.014
H -4.8875 -17.5933 -1.7758 -0.573 0.039 0.118
H -8.2645 -18.7919 -1.3265 0.032 -0.017 -0.194
H -4.9916 -23.2026 0.5508 0.019 0.921 -0.076
H -3.5888 -19.0195 -1.8372 -0.135 -0.631 0.639
H -0.5489 -18.9704 -0.0647 -0.332 0.159 -0.111
H -1.7932 -18.5116 -1.2598 0.182 -0.188 0.112
H 0.7257 -18.2928 -1.9191 -0.025 -0.580 0.023
H -0.3117 -19.0588 -3.1152 -0.205 -0.112 0.042
H 1.8621 -20.3256 -2.4533 0.948 0.427 -0.362
H 0.4632 -21.1143 -2.7615 -0.260 -0.418 -0.661
H 1.2364 -20.3025 -0.0371 -0.062 -0.560 -0.583
H 1.5850 -21.9330 -0.7214 -0.319 0.564 -0.333
H -0.6009 -21.6739 0.6562 0.016 0.175 -0.400
H -0.6951 -22.5206 -0.9003 0.147 0.666 0.144
Te -7.5194 -24.5226 3.0666 1.401 1.277 0.549
C -5.4689 -24.0683 3.2651 0.923 -1.321 -0.329
C -4.5649 -25.1100 2.9265 -1.053 0.177 0.192
C -3.2455 -24.8444 3.3443 0.575 -0.762 -0.607
C -3.1005 -23.6216 3.9106 -0.055 0.484 0.029
S -4.5660 -22.7536 4.0089 -0.881 -0.586 -0.379
H -4.8473 -26.0497 2.4015 0.048 0.904 0.523
H -2.4082 -25.5377 3.1719 -0.513 0.464 0.096
H -2.1755 -23.1429 4.2023 -0.120 -0.065 0.137
C -10.6988 -21.7532 2.9289 0.405 -0.699 -0.440
N -12.0198 -21.7224 2.3274 -0.787 -0.288 -0.757
C -13.0502 -21.1566 3.1809 -0.334 0.359 -0.145
C -12.2739 -22.2105 1.0646 1.477 0.010 -0.288
N -11.3802 -22.9384 0.4158 -1.192 -0.094 1.024
N -13.4200 -21.8727 0.3824 0.168 -0.132 1.028
C -13.7487 -20.4775 0.2339 -0.182 1.049 0.704
C -13.8301 -22.6826 -0.7291 -0.038 -0.812 -0.583
H -10.7609 -21.6524 4.0127 -0.135 -0.066 -0.163
H -10.0589 -20.9752 2.5425 0.262 0.383 -0.149
H -10.2266 -22.7114 2.6652 0.002 0.464 0.560
H -12.6737 -21.2398 4.2079 -0.384 0.188 -0.267
H -13.9689 -21.7394 3.1018 -0.074 0.141 -0.061
H -13.2611 -20.0906 2.9429 0.096 -0.616 0.266
H -11.5397 -22.9357 -0.6086 0.388 -0.026 1.183
H -12.8819 -19.8444 0.4711 -0.205 -0.161 -0.261
H -14.5627 -20.1904 0.9043 -0.072 0.065 -0.045
H -14.0824 -20.2785 -0.7842 0.216 -0.010 0.008
H -13.6040 -23.7345 -0.5298 -0.231 0.115 0.097
H -13.2617 -22.4343 -1.6482 -0.516 0.129 0.124
H -14.9243 -22.5794 -0.8756 0.714 0.046 -0.097
C -14.4642 -28.2895 3.1583 -0.009 -0.383 0.307
C -13.4173 -27.5137 2.3356 0.283 -0.090 -0.362
C -13.1244 -28.2968 1.0399 0.551 -0.531 0.385
C -14.0608 -26.2032 1.8902 -0.888 1.368 -0.895
P -11.7571 -27.0929 3.2046 -1.514 -0.427 1.414
N -11.2452 -26.0213 2.0288 2.028 1.334 -0.150
C -10.6458 -28.5923 3.5518 -0.209 0.392 -0.112
C -10.0958 -29.0057 2.1971 0.159 0.064 -1.312
C -11.3722 -29.7752 4.1732 -0.903 -1.087 0.227
C -9.4799 -28.2012 4.4638 0.343 -0.304 0.422
C -12.0522 -26.1516 4.8489 -0.049 -0.556 -0.048
C -13.0539 -25.0110 4.6740 0.160 -0.419 0.067
C -10.7164 -25.5369 5.2529 0.670 0.456 0.686
C -12.5458 -27.0733 5.9744 -0.575 -0.208 0.684
H -15.3389 -28.5524 2.5013 0.904 0.275 0.526
H -14.8485 -27.6586 3.9731 0.037 -0.272 -0.169
H -14.0612 -29.2308 3.5949 -0.336 0.622 -0.311
H -14.0961 -28.3908 0.5399 0.340 -0.109 -0.121
H -12.7284 -29.3136 1.2696 -0.308 0.652 -0.321
H -12.4086 -27.7589 0.3937 -0.390 -0.272 0.204
H -14.9878 -26.4272 1.2818 0.865 -0.022 0.731
H -13.4329 -25.5606 1.2188 -0.315 -0.775 0.691
H -14.3794 -25.5681 2.7339 0.053 -0.409 -0.613
H -10.4731 -29.9906 1.8981 0.148 0.225 0.026
H -9.0106 -29.0253 2.2123 0.153 -0.176 0.068
H -10.3428 -28.2981 1.3869 0.037 -0.310 0.241
H -12.1149 -30.2695 3.4808 0.757 0.643 0.666
H -11.8837 -29.5390 5.1234 0.187 -0.083 -0.493
H -10.6137 -30.5550 4.4197 -0.410 0.520 -0.252
H -8.9708 -27.3101 4.0822 0.061 -0.195 0.224
H -8.7462 -29.0404 4.4769 -0.500 0.517 -0.168
H -9.7991 -28.0668 5.5108 0.183 0.124 -0.508
H -12.6992 -24.3806 3.8536 -0.478 0.172 0.024
H -13.0308 -24.4474 5.6188 -0.186 -0.054 -0.350
H -14.0533 -25.4325 4.5130 0.196 0.544 0.068
H -10.0213 -25.4887 4.4122 -0.030 0.239 0.341
H -10.2508 -26.1069 6.0737 -0.078 0.249 -0.441
H -10.8714 -24.5104 5.6461 0.097 -0.497 -0.333
H -13.4787 -27.6247 5.7214 0.589 0.388 0.147
H -12.7616 -26.4627 6.8971 0.166 -0.388 -0.954
H -11.7889 -27.8028 6.2876 -0.191 0.157 -0.178
O -6.6456 -26.6269 -0.6626 -0.260 -0.864 -0.050
Cl -7.7631 -26.5498 0.2398 0.934 2.293 -0.285
O -8.0063 -24.9778 0.1735 -0.022 -0.698 0.406
O -7.2976 -26.7302 1.6317 -0.200 -0.753 0.263
O -10.0745 -25.3449 2.2353 -2.227 -1.037 -0.382
```
Positions in Å, forces in eV/Å.



[3]
Molecular formula: C26H44B3Br2N3O5
Method: DFT, the ωB97M-V functional and the def2-TZVPD basis

Computed properties:
**E_LUMO**: 0.0081 hartree
**Kohn-Sham gap**: 8.25 eV

XYZ file:
```
83
Properties=species:S:1:pos:R:3:forces:R:3
C 0.1717 -5.0940 -0.1392 -0.223 0.614 0.745
C -0.8411 -3.9091 0.1141 1.048 -0.530 0.041
O -0.8173 -3.0263 -1.0344 0.414 0.127 1.167
C -0.0111 -1.9084 -0.6678 -0.662 1.431 -0.381
C 0.1337 -0.8720 -1.8547 -0.223 0.176 0.663
B 0.0122 0.5703 -1.1704 -0.320 0.028 -0.320
O -1.0329 1.4615 -1.5532 0.993 -0.456 1.823
B -1.2048 2.2713 -0.3724 -0.463 0.531 0.432
O -2.2761 2.0931 0.4918 1.184 0.624 -1.473
C -3.4690 1.6421 -0.1861 -0.308 -0.651 -0.168
C -3.5286 0.1062 -0.4080 -1.002 -0.657 -0.255
C -3.6353 -0.7257 0.9052 0.254 -0.152 0.150
C -4.7977 -0.1607 -1.3273 1.474 0.550 -0.221
C -4.3577 -0.3601 -2.8244 -1.095 -0.725 0.083
C -3.6459 -1.7347 -3.0608 0.503 0.114 0.053
C -5.6638 -0.3083 -3.7002 0.394 -0.359 0.031
O -0.1554 3.2163 -0.1445 0.595 -2.195 -0.600
B 1.0062 2.4477 -0.3966 -0.805 0.382 1.404
C 2.3726 3.0243 -0.9986 0.792 -0.543 -0.033
Br 2.7014 4.9271 -0.5064 -0.246 -0.839 -0.169
C 3.6319 2.1367 -0.6847 0.239 0.099 -0.638
C 3.6466 0.7999 -1.4935 -1.016 -0.306 0.630
Br 3.7630 1.8091 1.2802 -0.007 0.079 -0.818
O 0.8774 1.0401 -0.1230 -0.441 0.933 -2.306
H -0.3548 -6.0658 -0.1397 0.487 0.429 -0.266
H 0.7313 -4.8865 -1.0721 -0.552 -0.364 0.362
H 0.9288 -5.0892 0.6790 -0.549 -0.257 -0.514
H -1.8688 -4.2406 0.3570 0.448 0.116 -0.538
H -0.4659 -3.3710 1.0166 -0.504 -0.141 -0.610
H 0.9769 -2.1825 -0.2397 -0.436 -0.067 -0.438
H -0.5618 -1.3662 0.1495 0.430 -0.469 -0.316
H -0.7299 -0.9494 -2.5564 0.660 -0.225 0.480
H 1.0852 -0.9923 -2.4114 -0.554 -0.090 0.251
H -3.5361 2.2067 -1.1477 -0.165 -0.643 0.530
H -4.3482 1.9259 0.4353 0.700 -0.066 -0.271
H -2.6670 -0.3040 -0.9798 -0.306 0.671 0.459
H -4.6224 -0.6166 1.4151 0.728 0.230 -0.297
H -3.5388 -1.8202 0.6986 -0.051 0.791 -0.133
H -2.8059 -0.4886 1.6114 -0.660 0.024 -0.335
H -5.4222 0.7645 -1.3047 0.007 -0.857 0.188
H -5.3258 -1.0464 -0.9229 -0.040 0.523 -0.497
H -3.6497 0.4471 -3.1174 -0.564 -0.286 0.276
H -2.8074 -1.6342 -3.7891 -0.598 -0.032 0.379
H -4.3435 -2.4876 -3.4795 0.309 0.378 0.390
H -3.1801 -2.1517 -2.1347 -0.412 0.296 -0.606
H -5.4262 -0.3182 -4.7873 -0.174 0.248 0.657
H -6.2722 -1.2283 -3.5222 0.450 0.625 0.060
H -6.3000 0.5572 -3.4267 0.421 -0.326 -0.381
H 2.2942 3.0262 -2.1129 -0.063 0.179 0.725
H 4.5699 2.6722 -0.9466 -0.780 -0.083 0.381
H 3.0274 0.0329 -0.9728 0.435 0.580 -0.316
H 4.6551 0.3652 -1.6128 -0.436 0.524 0.009
H 3.1478 0.9578 -2.4784 0.629 -0.031 0.496
N 6.1372 5.4516 0.7286 0.138 -0.020 0.048
C 7.3881 5.3413 0.1858 -0.023 0.025 0.002
C 8.2886 5.8332 1.0965 0.039 -0.082 -0.148
C 7.5523 6.2513 2.2338 -0.123 0.013 0.103
C 6.2277 6.0006 1.9779 -0.029 -0.005 -0.008
H 5.2825 5.1715 0.2797 -0.035 0.003 0.035
H 7.5293 4.9250 -0.7982 0.025 0.032 0.030
H 9.3569 5.8857 0.9610 -0.037 -0.007 0.003
H 7.9478 6.6861 3.1377 -0.018 -0.013 -0.029
H 5.3455 6.1659 2.5744 0.038 0.011 -0.011
N 5.3434 1.4919 4.4096 0.046 -0.062 0.072
C 6.5101 1.7237 5.0850 -0.004 0.046 0.022
C 6.7569 0.6372 5.8852 0.084 0.136 -0.037
C 5.7010 -0.2870 5.6802 -0.135 -0.069 -0.071
C 4.8456 0.2672 4.7623 -0.046 0.014 0.000
H 4.9178 2.1246 3.7544 0.104 -0.018 0.053
H 7.0609 2.6383 4.9393 -0.007 -0.036 0.011
H 7.6025 0.5192 6.5435 -0.023 0.009 -0.028
H 5.5817 -1.2495 6.1513 -0.001 0.030 -0.022
H 3.9290 -0.1022 4.3322 0.030 -0.005 0.031
N -7.1196 -5.5083 -1.2243 0.077 0.129 0.033
C -7.6772 -4.4510 -0.5585 -0.025 -0.004 0.019
C -6.6572 -3.6558 -0.1019 -0.158 0.033 0.001
C -5.4387 -4.2541 -0.5128 0.102 -0.100 -0.066
C -5.7560 -5.3943 -1.2055 0.021 -0.038 0.005
H -7.6318 -6.2527 -1.6599 0.005 0.013 -0.004
H -8.7466 -4.3568 -0.4664 0.043 0.018 0.019
H -6.7739 -2.7448 0.4635 -0.009 -0.035 -0.011
H -4.4415 -3.8895 -0.3229 -0.025 -0.013 -0.040
H -5.1322 -6.1314 -1.6836 0.003 0.041 0.028
```
Positions in Å, forces in eV/Å.



[4]
Molecular formula: C3H3Br2Cl
Method: DFT, the ωB97M-V functional and the def2-TZVPD basis

Computed properties:
**E_LUMO**: 0.0138 hartree
**Energy above the lowest of the compared OMol25 structures with the same formula, charge and spin**: 5.9 kcal per mole
**Kohn-Sham gap**: 9.96 eV

XYZ file:
```
9
Properties=species:S:1:pos:R:3:forces:R:3
Cl -1.3960 1.9036 0.2793 -0.403 0.052 0.044
C -1.2891 0.2045 0.3941 1.011 -1.529 0.545
Br -2.6772 -0.7821 1.2826 0.114 0.653 -0.410
C -0.1863 -0.4897 0.0807 -0.036 3.986 -0.505
C 1.0615 0.0855 -0.5134 -2.172 2.824 1.833
Br 2.6402 -0.3632 0.4949 -0.176 0.325 -0.134
H -0.0961 -1.4780 0.1670 -0.442 -3.924 0.773
H 1.1294 -0.2434 -1.4623 0.869 -1.815 -3.104
H 0.8136 1.1628 -0.7227 1.235 -0.572 0.958
```
Positions in Å, forces in eV/Å.



The following largest force on an atom values (in eV/Å) correspond, in order, to the records above: 0.71 2.93 2.53 4.02.